This record from OMol25 describes a structure of composition C32H36N9O5Sc. The level of theory is ωB97M-V/def2-TZVPD.

Its HOMO energy is -7.14 eV. Its multiplicity is 1. For the lowest unoccupied orbital energy, the calculation gives 0.45 eV. Its relative energy (zero: lowest compared OMol25 entry of this formula, charge and spin) is 0.0 kcal/mol. The calculation puts the frontier orbital gap at 7.585 eV. Its total charge is 0.

XYZ file:
```
83
C32H36N9O5Sc (ωB97M-V/def2-TZVPD)
Sc -0.304 0.077 0.136
O -1.020 -0.223 2.003
C -0.716 0.452 3.097
C -1.725 0.829 3.997
C -1.438 1.564 5.128
C -0.125 1.934 5.428
C 0.883 1.528 4.577
C 0.613 0.796 3.416
C 1.725 0.305 2.613
N 1.556 -0.222 1.464
N 2.687 -0.767 0.874
C 2.321 -1.391 -0.205
O 1.099 -1.478 -0.629
C 3.373 -2.080 -1.008
C 3.007 -2.809 -2.134
C 3.973 -3.430 -2.915
C 5.315 -3.315 -2.579
C 5.685 -2.578 -1.459
C 4.721 -1.963 -0.677
H -2.741 0.537 3.763
H -2.245 1.856 5.790
H 0.099 2.508 6.316
H 1.917 1.767 4.805
H 2.733 0.337 3.029
H 1.960 -2.861 -2.404
H 3.680 -3.995 -3.791
H 6.071 -3.794 -3.188
H 6.732 -2.480 -1.198
H 4.992 -1.381 0.194
C 0.236 0.082 -4.420
C 0.496 0.402 -2.970
O -0.427 0.233 -2.176
C 1.814 0.885 -2.565
C 2.905 0.787 -3.447
C 4.159 1.213 -3.087
C 4.335 1.777 -1.815
C 3.284 1.900 -0.939
C 1.995 1.447 -1.285
O 1.003 1.562 -0.435
H -0.831 -0.074 -4.558
H 0.766 -0.837 -4.685
H 0.591 0.871 -5.082
H 2.758 0.343 -4.423
H 4.993 1.110 -3.766
H 5.321 2.109 -1.512
H 3.421 2.307 0.055
C 0.140 5.524 1.924
C -0.757 4.372 1.613
C -2.086 4.136 1.892
C -2.351 2.843 1.396
N -1.259 2.333 0.838
N -0.312 3.277 0.984
C -3.641 2.094 1.473
H -0.452 6.412 2.141
H 0.802 5.756 1.088
H 0.761 5.310 2.795
H -2.769 4.792 2.405
H 0.593 3.057 0.582
H -4.165 2.362 2.391
H -3.466 1.021 1.455
H -4.291 2.338 0.630
N -4.079 -2.513 1.525
N -2.749 -2.892 1.911
H -4.508 -1.901 2.214
H -4.640 -3.353 1.469
H -2.690 -3.062 2.911
H -2.161 -2.089 1.711
C -4.950 -0.691 -1.774
N -3.790 -1.549 -1.574
C -3.802 -2.863 -1.915
C -2.748 -3.673 -1.699
C -1.603 -3.089 -1.069
N -1.630 -1.830 -0.667
C -2.687 -1.038 -0.923
O -2.639 0.144 -0.562
N -0.479 -3.772 -0.864
H -5.510 -1.054 -2.634
H -4.610 0.323 -1.955
H -5.584 -0.697 -0.887
H -4.711 -3.216 -2.384
H -2.768 -4.710 -1.996
H -0.391 -4.722 -1.173
H 0.339 -3.222 -0.603
```



This record from OMol25 describes a structure of composition C32H37Cl4N8O8PV at a distorted geometry. The level of theory is ωB97M-V/def2-TZVPD.

Its HOMO energy (alpha / beta) is -6.02 / -8.13 eV. Its multiplicity is 4. For the lowest unoccupied orbital energy (alpha / beta), the calculation gives -0.08 / -0.39 eV. Its relative energy (zero: lowest compared OMol25 entry of this formula, charge and spin) is 20.8 kcal/mol. Its expectation value of S² is 3.773. The calculation puts the frontier orbital gap (alpha / beta) at 5.942 / 7.747 eV. Its total charge is 0.

XYZ file:
```
91
C32H37Cl4N8O8PV (ωB97M-V/def2-TZVPD)
V 0.052 -1.012 -0.120
N -2.869 -0.176 -1.529
C -2.932 -0.657 -0.284
N -4.074 -0.606 0.386
C -4.098 -1.279 1.543
N -5.165 -1.095 2.345
N -3.162 -2.140 1.951
C -2.042 -2.115 1.237
N -1.820 -1.261 0.205
C -0.972 -3.076 1.371
C -1.028 -4.223 2.159
C -0.062 -5.194 2.002
C 0.934 -4.998 1.034
C 0.976 -3.811 0.342
N 0.068 -2.833 0.513
H -3.598 0.448 -1.830
H -1.945 -0.091 -1.930
H -5.948 -0.571 2.000
H -5.267 -1.699 3.139
H -1.843 -4.333 2.859
H -0.079 -6.092 2.604
H 1.666 -5.766 0.834
H 1.773 -3.609 -0.363
Cl 2.832 1.443 0.673
C 1.765 2.433 -0.339
Cl 0.803 3.432 0.747
Cl 2.739 3.452 -1.387
C 0.845 1.457 -1.217
O 1.170 1.298 -2.377
O -0.149 0.969 -0.585
C 4.367 -4.721 -1.481
C 4.808 -3.378 -0.966
C 5.613 -3.306 0.165
C 6.053 -2.084 0.638
Cl 7.023 -2.011 2.074
C 5.728 -0.917 -0.031
C 4.927 -0.980 -1.157
C 4.434 -2.196 -1.613
O 3.619 -2.329 -2.710
C 2.599 -1.370 -3.008
C 1.562 -1.270 -1.887
O 0.347 -1.484 -2.114
O 1.947 -1.038 -0.705
H 4.187 -5.404 -0.651
H 5.148 -5.154 -2.108
H 3.468 -4.631 -2.087
H 5.882 -4.215 0.687
H 6.078 0.037 0.336
H 4.669 -0.063 -1.667
H 2.111 -1.743 -3.905
H 3.001 -0.375 -3.215
N 0.173 1.168 3.403
C -0.348 0.706 2.248
N 0.265 -0.369 1.817
C 1.264 -0.642 2.744
C 2.220 -1.654 2.798
C 3.080 -1.665 3.879
C 3.015 -0.691 4.882
C 2.086 0.328 4.834
C 1.214 0.332 3.754
H -0.094 2.013 3.876
H -1.174 1.176 1.735
H 2.296 -2.397 2.017
H 3.831 -2.438 3.953
H 3.713 -0.735 5.707
H 2.034 1.093 5.597
C -5.407 2.618 -3.363
C -3.940 3.015 -3.433
O -3.472 3.303 -2.128
P -1.991 2.730 -1.593
O -1.268 4.175 -1.346
C -0.671 4.883 -2.426
C -1.538 6.069 -2.821
O -2.414 2.477 -0.053
C -3.244 3.392 0.682
C -4.696 2.943 0.685
H -5.812 2.476 -4.364
H -5.968 3.407 -2.863
H -5.524 1.698 -2.789
H -3.828 3.909 -4.057
H -3.345 2.213 -3.887
H -0.511 4.218 -3.282
H 0.300 5.229 -2.067
H -2.541 5.729 -3.074
H -1.108 6.587 -3.679
H -1.610 6.762 -1.984
H -3.144 4.394 0.264
H -2.845 3.398 1.701
H -5.158 3.168 -0.273
H -5.235 3.455 1.483
H -4.744 1.867 0.846
```



This record from OMol25 describes a structure of composition C32H37ClHgN2Si2 at a distorted geometry. The level of theory is ωB97M-V/def2-TZVPD.

Its HOMO energy is -5.87 eV. Its multiplicity is 1. For the lowest unoccupied orbital energy, the calculation gives -0.07 eV. Its relative energy (zero: lowest compared OMol25 entry of this formula, charge and spin) is 26.3 kcal/mol. The calculation puts the frontier orbital gap at 5.799 eV. Its total charge is 0.

XYZ file:
```
75
C32H37ClHgN2Si2 (ωB97M-V/def2-TZVPD)
C -5.590 1.726 2.848
C -4.276 1.646 3.375
C -3.394 2.292 2.462
H -3.981 1.176 4.302
C -4.194 2.858 1.412
C -5.530 2.462 1.621
H -6.380 2.716 0.990
H -6.491 1.326 3.316
H -2.312 2.281 2.506
H -3.814 3.476 0.607
Hg -2.548 -0.706 1.096
Si 2.755 -1.544 -2.616
C 4.154 -2.269 -1.621
C 5.051 -3.248 -2.086
H 4.964 -3.624 -3.109
C 6.073 -3.724 -1.251
H 6.775 -4.475 -1.630
C 6.202 -3.237 0.055
H 6.985 -3.615 0.715
C 5.326 -2.248 0.522
H 5.416 -1.846 1.537
C 4.327 -1.752 -0.323
H 3.676 -0.946 0.037
C 3.483 -0.125 -3.593
C 4.656 0.539 -3.187
H 5.297 0.103 -2.416
C 5.028 1.752 -3.791
H 5.938 2.266 -3.461
C 4.256 2.287 -4.831
H 4.543 3.235 -5.291
C 3.140 1.579 -5.298
H 2.578 1.954 -6.157
C 2.755 0.379 -4.685
H 1.898 -0.186 -5.058
H 2.019 -0.664 -1.670
Si -0.331 -0.173 0.322
C -0.134 1.562 -0.323
C 0.836 2.464 0.157
H 1.582 2.143 0.896
C 0.854 3.803 -0.271
H 1.597 4.500 0.133
C -0.085 4.272 -1.206
H -0.052 5.315 -1.562
C -1.079 3.386 -1.658
H -1.857 3.745 -2.337
C -1.077 2.048 -1.249
H -1.842 1.368 -1.656
C 0.847 -0.522 1.716
C 0.676 0.243 2.892
H -0.132 0.994 2.946
C 1.485 0.021 4.015
H 1.316 0.600 4.925
C 2.486 -0.960 3.980
H 3.128 -1.133 4.855
C 2.612 -1.767 2.843
H 3.351 -2.575 2.844
C 1.773 -1.578 1.739
H 1.825 -2.277 0.894
H 1.879 -2.587 -3.293
Cl -0.394 -1.725 -1.086
N -4.633 -0.372 -0.342
C -6.000 -0.697 0.148
C -6.058 -1.532 1.403
C -5.055 -2.675 1.437
N -3.841 -2.266 2.166
H -4.400 -0.885 -1.204
H -4.553 0.609 -0.625
H -6.554 0.237 0.325
H -6.494 -1.239 -0.663
H -5.927 -0.871 2.268
H -7.064 -1.962 1.507
H -5.454 -3.578 1.905
H -4.746 -2.924 0.423
H -4.058 -1.801 3.058
H -3.212 -3.056 2.353
```



This record from OMol25 describes a structure of composition C32H37CoO4PS2Si. The level of theory is ωB97M-V/def2-TZVPD.

Its HOMO energy (alpha / beta) is -7.47 / -7.41 eV. Its multiplicity is 2. For the lowest unoccupied orbital energy (alpha / beta), the calculation gives -0.34 / 0.22 eV. Its relative energy (zero: lowest compared OMol25 entry of this formula, charge and spin) is 20.6 kcal/mol. Its expectation value of S² is 1.093. The calculation puts the frontier orbital gap (alpha / beta) at 7.129 / 7.633 eV. Its total charge is 0.

XYZ file:
```
78
C32H37CoO4PS2Si (ωB97M-V/def2-TZVPD)
Co 0.354 -0.401 0.316
C 1.454 1.305 -2.010
C -0.014 1.366 -2.437
O -0.730 0.562 -1.531
C -2.087 0.300 -1.802
C -2.542 -0.766 -0.802
O -1.956 -0.627 0.488
C -2.492 0.329 1.379
C -1.900 1.707 1.168
O -0.491 1.584 1.086
C 0.110 2.752 0.551
C 1.536 2.425 0.168
O 1.632 1.239 -0.600
H 2.006 2.151 -2.427
H 1.879 0.373 -2.376
H -0.094 0.981 -3.459
H -0.406 2.391 -2.430
H -2.222 -0.093 -2.815
H -2.677 1.221 -1.718
H -2.191 -1.734 -1.150
H -3.633 -0.773 -0.730
H -2.225 -0.021 2.377
H -3.581 0.375 1.296
H -2.177 2.356 2.005
H -2.288 2.158 0.249
H 0.117 3.555 1.296
H -0.462 3.098 -0.317
H 2.099 2.227 1.079
H 1.986 3.270 -0.360
S 3.617 -3.470 -0.507
P 1.922 -3.592 -1.471
S 0.575 -2.072 -1.319
C 2.221 -3.761 -3.279
C 1.278 -3.353 -4.221
C 1.546 -3.476 -5.577
C 2.755 -4.010 -6.002
C 3.692 -4.427 -5.067
C 3.428 -4.301 -3.710
C 1.020 -5.146 -1.107
C 1.726 -6.240 -0.618
C 1.073 -7.444 -0.393
C -0.286 -7.559 -0.649
C -0.996 -6.466 -1.128
C -0.344 -5.263 -1.359
H 0.342 -2.926 -3.885
H 0.812 -3.152 -6.306
H 2.967 -4.096 -7.061
H 4.635 -4.845 -5.398
H 4.165 -4.601 -2.976
H 2.782 -6.134 -0.402
H 1.624 -8.297 -0.015
H -0.795 -8.500 -0.474
H -2.059 -6.553 -1.320
H -0.893 -4.404 -1.725
C 2.242 2.759 5.051
C 3.267 2.403 4.185
C 3.101 1.336 3.309
C 1.913 0.600 3.273
C 0.890 0.987 4.145
C 1.050 2.044 5.030
Si 1.753 -0.866 2.063
C 1.326 -2.418 3.063
C 2.142 -3.547 2.966
C 1.832 -4.718 3.645
C 0.701 -4.783 4.446
C -0.118 -3.668 4.567
C 0.190 -2.506 3.874
H 2.370 3.586 5.739
H 4.202 2.951 4.200
H 3.919 1.053 2.653
H -0.051 0.446 4.141
H 0.247 2.312 5.708
H 3.170 -1.053 1.639
H 3.026 -3.514 2.344
H 2.475 -5.584 3.543
H 0.453 -5.698 4.970
H -0.999 -3.709 5.197
H -0.476 -1.653 3.972
```



This record from OMol25 describes a structure of composition C32H37N5O5RuSSi at a distorted geometry. The level of theory is ωB97M-V/def2-TZVPD.

Its HOMO energy (alpha / beta) is -2.62 / -4.13 eV. Its multiplicity is 2. For the lowest unoccupied orbital energy (alpha / beta), the calculation gives 2.36 / 2.33 eV. Its relative energy (zero: lowest compared OMol25 entry of this formula, charge and spin) is 32.4 kcal/mol. Its expectation value of S² is 0.888. The calculation puts the frontier orbital gap (alpha / beta) at 4.981 / 6.465 eV. Its total charge is -1.

XYZ file:
```
82
C32H37N5O5RuSSi (ωB97M-V/def2-TZVPD)
Ru -0.192 0.456 0.253
N -0.195 0.348 2.683
C -1.309 0.559 3.531
C -1.100 1.138 4.779
C -2.152 1.377 5.646
C -3.437 1.026 5.262
C -3.644 0.461 4.014
C -2.599 0.212 3.121
C -2.910 -0.303 1.761
C -3.996 -1.179 1.599
C -4.462 -1.548 0.347
C -3.870 -0.991 -0.783
C -2.786 -0.147 -0.605
C -2.228 0.176 0.634
H 0.672 0.690 3.072
H -0.104 -0.615 2.383
H -0.087 1.406 5.063
H -1.966 1.831 6.611
H -4.277 1.215 5.919
H -4.656 0.235 3.703
H -4.466 -1.601 2.481
H -5.277 -2.258 0.256
H -4.236 -1.224 -1.778
H -2.323 0.273 -1.495
C -1.438 -4.554 -3.175
C -0.034 -4.479 -2.587
N -0.037 -3.880 -1.255
C -0.042 -4.792 -0.123
C 1.365 -5.172 0.331
C 0.089 -2.540 -1.117
S 0.236 -1.907 0.483
N 0.071 -1.850 -2.255
C 0.363 -0.559 -2.388
O 0.955 0.187 -1.570
C 0.033 0.033 -3.723
C 0.130 1.412 -3.884
C -0.110 1.995 -5.120
C -0.440 1.203 -6.211
C -0.532 -0.174 -6.056
C -0.304 -0.756 -4.818
H -1.417 -5.024 -4.161
H -1.841 -3.546 -3.271
H -2.099 -5.134 -2.527
H 0.603 -3.885 -3.238
H 0.398 -5.479 -2.503
H -0.590 -5.686 -0.429
H -0.582 -4.325 0.698
H 1.911 -5.670 -0.474
H 1.320 -5.843 1.190
H 1.910 -4.273 0.617
H 0.404 2.011 -3.024
H -0.031 3.069 -5.235
H -0.620 1.655 -7.178
H -0.776 -0.799 -6.907
H -0.360 -1.828 -4.685
O 1.713 5.844 2.325
C 0.657 5.921 1.531
O 0.086 6.979 1.347
C 0.191 4.683 0.870
C -0.885 4.677 0.026
N -1.051 3.436 -0.446
N -0.116 2.573 0.029
C 0.678 3.314 0.868
C 1.797 2.769 1.518
O 2.584 3.390 2.295
O 2.082 1.433 1.239
H 2.094 4.906 2.357
H -1.520 5.501 -0.255
H -1.745 3.103 -1.089
C 3.737 -0.721 0.431
Si 3.709 1.005 1.131
C 4.609 1.011 2.769
C 4.561 2.175 -0.049
H 4.766 -0.988 0.165
H 3.123 -0.776 -0.470
H 3.362 -1.464 1.139
H 5.660 0.754 2.594
H 4.202 0.284 3.477
H 4.564 2.000 3.222
H 5.562 1.810 -0.298
H 4.657 3.170 0.388
H 3.988 2.261 -0.977
```



This record from OMol25 describes a structure of composition C32H37N7O4S2W. The level of theory is ωB97M-V/def2-TZVPD.

Its HOMO energy (alpha / beta) is -13.29 / -13.28 eV. Its multiplicity is 1. For the lowest unoccupied orbital energy (alpha / beta), the calculation gives -6.25 / -6.25 eV. Its relative energy (zero: lowest compared OMol25 entry of this formula, charge and spin) is 0.0 kcal/mol. The calculation puts the frontier orbital gap (alpha / beta) at 7.041 / 7.035 eV. Its total charge is +2.

XYZ file:
```
83
C32H37N7O4S2W (ωB97M-V/def2-TZVPD)
W -1.040 1.101 0.461
C -1.218 0.153 3.564
C 0.135 -0.257 3.033
N 0.035 -0.515 1.576
C -0.455 -1.886 1.252
C -1.969 -2.050 1.296
S -2.886 -0.583 0.670
C -3.885 -0.114 2.112
C -3.312 1.133 2.771
N -1.835 1.157 2.654
H -1.134 0.564 4.571
H -1.884 -0.704 3.626
H 0.491 -1.149 3.551
H 0.862 0.535 3.189
H 0.990 -0.483 1.182
H -0.004 -2.598 1.948
H -0.076 -2.111 0.259
H -2.328 -2.259 2.301
H -2.264 -2.893 0.673
H -3.929 -0.974 2.778
H -4.892 0.076 1.749
H -3.602 1.181 3.823
H -3.693 2.019 2.271
H -1.519 2.074 2.967
O -0.342 2.218 -1.191
C 0.071 1.988 -2.349
C 0.099 0.711 -2.950
C 0.628 0.545 -4.241
C 0.664 -0.712 -4.771
C 0.167 -1.820 -4.077
C -0.360 -1.666 -2.817
C -0.382 -0.400 -2.224
O -0.863 -0.268 -1.004
N 1.249 -0.907 -6.111
O 1.635 0.083 -6.691
O 1.318 -2.045 -6.517
H 0.429 2.849 -2.920
H 1.005 1.387 -4.807
H 0.210 -2.790 -4.554
H -0.750 -2.513 -2.269
C -3.259 3.404 -0.307
N -2.130 2.980 0.554
C -1.564 3.910 1.276
C -0.313 3.628 1.846
C 0.658 4.379 2.504
C 1.830 3.620 2.481
C 1.539 2.439 1.808
N 0.244 2.418 1.425
C -4.339 2.382 -0.537
C -5.499 2.391 0.232
C -6.524 1.492 -0.027
C -6.394 0.572 -1.061
C -5.250 0.569 -1.846
C -4.233 1.478 -1.591
H -2.821 3.672 -1.272
H -3.694 4.314 0.111
H -2.017 4.893 1.365
H 0.528 5.362 2.928
H 2.789 3.901 2.882
H 2.208 1.626 1.565
H -5.623 3.137 1.011
H -7.432 1.523 0.560
H -7.199 -0.119 -1.274
H -5.162 -0.124 -2.673
H -3.355 1.498 -2.229
N 4.485 -1.334 -1.880
C 3.852 -1.293 -0.709
S 2.556 -0.212 -0.471
N 4.269 -2.108 0.269
C 5.391 -2.997 0.201
C 6.450 -2.815 1.079
C 7.528 -3.686 1.038
C 7.556 -4.720 0.113
C 6.494 -4.895 -0.763
C 5.401 -4.042 -0.714
H 4.230 -0.664 -2.584
H 5.322 -1.885 -2.004
H 3.861 -1.934 1.172
H 6.433 -1.993 1.783
H 8.354 -3.548 1.723
H 8.402 -5.392 0.078
H 6.506 -5.707 -1.477
H 4.553 -4.199 -1.371
```